# 1
19
Properties=species:S:1:pos:R:3 method="wB97M-V/def2-TZVPD" e_lumo_ev=-0.2395 gap_ev=8.3669 smiles="N#CC(O)=C(Cl)Cl.C1=CCC=C1" homo_energy_ev=-8.61 energy_ev=-36988.58831 de_lowest_ev=1.303
C -0.55 3.14 1.88
C -0.20 -1.60 -0.46
C 0.37 -1.00 -1.55
C 0.11 -0.69 0.69
C 0.95 0.22 -1.20
C 0.86 0.46 0.14
C -1.14 2.74 0.67
C -0.85 3.38 -0.53
N -0.13 3.61 2.87
O -2.13 1.76 0.85
Cl 0.57 4.31 -0.55
Cl -1.56 2.95 -2.01
H -0.89 -2.41 -0.37
H 0.30 -1.27 -2.51
H -0.82 -0.35 1.02
H 0.73 -1.29 1.51
H 1.55 0.66 -1.89
H 1.27 1.23 0.79
H -2.38 1.46 -0.05

***

# 2
86
Properties=species:S:1:pos:R:3 method="wB97M-V/def2-TZVPD" multiplicity=6 charge=-1 e_lumo_ev="1.8325 / 1.6249" gap_ev="4.5910 / 6.4985" homo_energy_ev="-2.76 / -4.87" energy_ev=-112986.14185 de_lowest_ev=1.541
Mn -0.19 0.52 0.20
C 1.98 2.70 3.05
C 1.31 2.27 1.78
N 1.20 1.02 1.46
N 1.57 0.06 2.32
C 0.98 -1.09 2.00
O 0.21 -1.20 1.00
C 1.25 -2.25 2.89
C 0.89 -3.53 2.49
C 1.14 -4.61 3.31
C 1.75 -4.43 4.54
C 2.10 -3.15 4.95
C 1.85 -2.07 4.13
C 0.69 3.18 0.86
C 0.80 4.57 1.03
C 0.25 5.42 0.10
C -0.38 4.86 -1.01
C -0.46 3.48 -1.09
N 0.00 2.63 -0.18
H 2.29 1.81 3.60
H 1.30 3.29 3.67
H 2.87 3.30 2.83
H 0.41 -3.66 1.52
H 0.86 -5.61 2.99
H 1.95 -5.28 5.19
H 2.57 -3.00 5.92
H 2.10 -1.06 4.45
H 1.34 4.94 1.89
H 0.32 6.49 0.21
H -0.80 5.47 -1.79
H -0.95 3.04 -1.95
Cl -6.13 -1.30 4.08
C -4.71 -0.59 3.33
C -4.02 0.40 4.01
C -2.89 0.96 3.42
C -2.44 0.56 2.16
O -1.36 1.09 1.65
C -3.19 -0.45 1.45
C -2.83 -0.83 0.16
O -1.82 -0.32 -0.53
C -4.32 -1.03 2.09
H -4.34 0.72 5.00
H -2.32 1.73 3.93
H -3.39 -1.63 -0.33
H -4.87 -1.81 1.58
C -3.31 1.84 -1.31
O -2.33 1.58 -2.28
Si -1.31 0.25 -2.48
C -2.51 -1.07 -3.18
C -0.64 0.91 -4.16
C 0.41 -0.16 -1.60
Si 0.63 -2.03 -1.71
C 2.26 -2.69 -0.97
C 0.80 -2.56 -3.54
C -0.77 -3.15 -1.07
Si 2.04 0.72 -1.95
C 2.85 0.07 -3.57
C 3.41 0.34 -0.66
C 2.24 2.60 -2.23
H -3.80 2.79 -1.57
H -2.89 1.94 -0.31
H -4.07 1.05 -1.29
H -3.06 -0.59 -3.99
H -3.23 -1.43 -2.45
H -1.99 -1.93 -3.60
H -1.46 1.34 -4.75
H -0.21 0.09 -4.73
H 0.14 1.68 -4.06
H 3.11 -2.31 -1.53
H 2.27 -3.78 -1.05
H 2.39 -2.43 0.08
H 1.71 -2.18 -3.99
H -0.04 -2.23 -4.15
H 0.83 -3.66 -3.60
H -1.11 -2.84 -0.09
H -0.41 -4.19 -0.99
H -1.62 -3.15 -1.75
H 3.26 -0.93 -3.44
H 3.67 0.73 -3.86
H 2.14 0.04 -4.40
H 4.19 -0.28 -1.09
H 3.03 -0.18 0.22
H 3.88 1.26 -0.31
H 1.48 3.01 -2.90
H 3.21 2.76 -2.70
H 2.22 3.17 -1.31

***

# 3
15
Properties=species:S:1:pos:R:3 method="wB97M-V/def2-TZVPD" multiplicity=2 charge=+1 e_lumo_ev="-4.7284 / -7.7142" gap_ev="9.8388 / 7.4470" homo_energy_ev="-14.57 / -15.16" energy_ev=-21056.17440 de_lowest_ev=0.900
O 0.47 1.52 -0.67
O 0.33 2.29 1.44
C 0.50 1.39 0.65
C 0.39 -0.07 1.07
O 0.29 -0.91 -0.06
C 0.03 -2.27 0.24
Al 0.62 -0.10 -1.80
H -0.50 -0.18 1.71
H 1.27 -0.34 1.67
H -0.14 -2.79 -0.71
H 0.88 -2.71 0.77
H -0.87 -2.35 0.87
O -1.02 1.20 -2.35
C -0.86 2.16 -1.61
O -1.39 3.15 -1.24

***

# 4
84
Properties=species:S:1:pos:R:3 method="wB97M-V/def2-TZVPD" multiplicity=2 charge=+2 e_lumo_ev="-5.5749 / -5.2408" gap_ev="6.8387 / 6.7890" homo_energy_ev="-12.41 / -12.03" energy_ev=-99644.42174 de_lowest_ev=2.835
W -0.75 -0.68 0.00
C 3.53 -0.63 2.84
C 2.54 0.35 2.22
C 3.21 1.12 1.08
C 2.02 1.33 3.27
O 1.43 -0.36 1.65
Ge 0.55 -1.79 2.42
O -1.46 -1.22 1.87
C -2.43 -0.47 2.61
C -1.72 0.35 3.69
C -3.40 -1.45 3.26
C -3.16 0.51 1.64
O 0.28 -2.43 0.48
C 0.10 -3.82 0.13
C 1.48 -4.46 0.04
C -0.75 -4.51 1.21
C -0.62 -3.91 -1.22
H 4.38 -0.09 3.25
H 3.89 -1.32 2.08
H 3.06 -1.19 3.64
H 4.05 1.69 1.47
H 2.49 1.81 0.62
H 3.58 0.42 0.33
H 2.84 1.91 3.69
H 1.54 0.78 4.09
H 1.29 2.01 2.83
H -1.26 -0.31 4.43
H -2.44 0.99 4.21
H -0.95 0.98 3.24
H -2.89 -2.02 4.04
H -3.78 -2.15 2.53
H -4.23 -0.91 3.72
H -2.91 1.53 1.93
H -4.23 0.38 1.76
H -2.61 1.27 -0.14
H 2.03 -4.25 0.96
H 2.04 -4.06 -0.81
H 1.40 -5.54 -0.07
H -0.16 -4.65 2.11
H -1.09 -5.48 0.86
H -1.61 -3.89 1.44
H -0.15 -3.27 -1.97
H -1.67 -3.65 -1.13
H -0.57 -4.94 -1.59
N 0.76 -0.63 -1.77
C 0.53 0.46 -2.74
C 1.80 0.83 -3.54
C 3.03 1.40 -2.78
C 3.55 2.77 -3.25
N 2.73 3.92 -2.88
C 2.88 4.67 -1.80
N 4.00 4.62 -1.07
N 1.91 5.51 -1.45
C -0.15 1.59 -1.98
O -0.34 2.67 -2.52
O -0.54 1.29 -0.79
H 1.57 -0.40 -1.19
H 1.01 -1.49 -2.26
H -0.21 0.11 -3.46
H 1.49 1.51 -4.33
H 2.11 -0.09 -4.04
H 3.86 0.70 -2.91
H 2.83 1.46 -1.70
H 3.63 2.77 -4.34
H 4.56 2.94 -2.86
H 1.80 3.93 -3.28
H 4.80 4.11 -1.39
H 4.16 5.32 -0.36
H 0.98 5.36 -1.81
H 2.02 6.16 -0.69
C -5.14 0.57 -0.62
C -3.85 -0.24 -0.69
C -4.11 -1.69 -0.32
C -3.30 -0.15 -2.12
N -2.78 0.34 0.21
H -5.85 0.18 -1.36
H -4.98 1.63 -0.84
H -5.63 0.49 0.35
H -4.68 -2.18 -1.11
H -4.69 -1.77 0.60
H -3.17 -2.23 -0.19
H -4.05 -0.50 -2.83
H -2.41 -0.79 -2.22
H -3.04 0.87 -2.39

***

# 5
8
Properties=species:S:1:pos:R:3 method="wB97M-V/def2-TZVPD" e_lumo_ev="-0.2570 / -0.4185" gap_ev="9.0900 / 7.5546" homo_energy_ev="-9.35 / -7.97" energy_ev=-11526.32447 de_lowest_ev=3.701
C 0.42 0.84 -0.34
N 1.03 0.09 0.54
N -1.59 -0.49 -0.73
O 0.49 1.76 -1.05
F -1.06 -1.68 -1.21
F -1.62 -0.71 0.66
H 0.49 -0.49 1.19
H 1.84 0.68 0.94

***

# 6
85
Properties=species:S:1:pos:R:3 method="wB97M-V/def2-TZVPD" multiplicity=6 charge=+1 e_lumo_ev="-3.7701 / -6.8506" gap_ev="8.0240 / 4.9413" homo_energy_ev="-11.79 / -11.79" energy_ev=-90257.94615
Fe -1.06 -1.95 2.64
C -3.88 -0.27 0.63
C -3.68 -1.76 0.84
O -2.82 -2.12 1.89
H -2.93 0.17 0.32
H -4.08 0.25 1.57
H -4.64 0.07 -0.07
H -3.28 -2.21 -0.08
H -4.64 -2.29 0.89
C 2.00 0.30 0.34
C 0.68 -0.42 0.26
O 0.16 -0.83 1.48
H 2.80 -0.43 0.50
H 1.98 1.01 1.17
H 2.27 0.76 -0.61
H 0.79 -1.29 -0.41
H -0.10 0.24 -0.15
C 1.44 2.75 3.98
N 1.65 4.18 4.37
O 2.56 4.40 5.14
O 0.89 5.02 3.94
H 2.40 2.29 3.77
H 0.71 2.64 3.19
H 1.18 2.34 4.96
C -1.27 -3.00 -2.35
N -1.30 -4.48 -2.27
O -1.35 -5.08 -3.32
O -1.47 -4.97 -1.18
H -2.22 -2.68 -2.78
H -0.52 -2.56 -3.01
H -1.22 -2.62 -1.34
O -2.08 0.84 -5.72
C -1.88 -0.14 -5.05
O -1.73 -0.14 -3.73
C -1.75 1.08 -3.00
C -3.19 1.58 -2.84
C -1.89 -1.50 -5.64
H -1.05 1.80 -3.43
H -1.38 0.95 -1.98
H -3.88 0.85 -2.44
H -3.57 1.80 -3.84
H -3.24 2.49 -2.25
H -2.08 -1.42 -6.71
H -2.72 -2.07 -5.22
H -0.97 -2.04 -5.42
O 0.75 -2.14 4.03
C 1.92 -1.99 4.39
O 2.30 -1.49 5.53
C 1.26 -1.05 6.43
C 1.01 -2.06 7.53
C 2.99 -2.39 3.42
H 0.29 -0.87 5.97
H 1.56 -0.12 6.91
H 0.83 -3.06 7.14
H 0.13 -1.86 8.13
H 1.85 -2.14 8.23
H 3.12 -3.47 3.37
H 3.96 -1.92 3.62
H 2.74 -1.94 2.46
O 3.95 1.13 -3.22
C 4.38 0.07 -2.82
O 4.21 -1.07 -3.48
C 3.47 -1.05 -4.70
C 1.96 -1.02 -4.51
C 5.04 -0.08 -1.47
H 3.69 -1.99 -5.20
H 3.78 -0.21 -5.32
H 1.58 -1.86 -3.92
H 1.47 -1.19 -5.48
H 1.56 -0.04 -4.25
H 6.13 -0.06 -1.61
H 4.82 -1.12 -1.24
H 4.68 0.67 -0.78
F -4.65 4.33 0.57
C -3.38 3.96 0.45
C -2.88 2.94 1.26
C -1.57 2.59 1.17
C -0.71 3.18 0.22
C -1.24 4.14 -0.65
C -2.57 4.53 -0.51
H -3.53 2.52 2.02
H -1.11 1.84 1.81
H 0.34 2.96 0.12
H -0.72 4.61 -1.47
H -3.04 5.24 -1.19

***

# 7
57
Properties=species:S:1:pos:R:3 method="wB97M-V/def2-TZVPD" e_lumo_ev=-0.5654 gap_ev=7.6837 smiles="O=C(/C=C/C=C/c1ccccc1)C[C@@]1(O)C(=O)N(CCc2ccccc2)c2ccccc21" homo_energy_ev=-8.25 energy_ev=-37074.52460 de_lowest_ev=0.000
O -1.32 2.49 -1.81
C -1.60 1.34 -1.49
C -2.29 1.06 -0.24
C -2.72 -0.14 0.20
C -3.35 -0.37 1.47
C -3.29 0.46 2.53
C -3.90 0.25 3.83
C -3.57 1.12 4.87
C -4.12 0.97 6.13
C -5.02 -0.06 6.37
C -5.36 -0.93 5.35
C -4.81 -0.78 4.09
H -5.10 -1.46 3.31
H -6.07 -1.72 5.53
H -5.45 -0.18 7.35
H -3.84 1.65 6.92
H -2.87 1.92 4.68
H -2.71 1.36 2.44
H -3.87 -1.32 1.56
H -2.63 -1.01 -0.43
H -2.43 1.94 0.36
C -1.15 0.21 -2.40
H -1.46 0.43 -3.42
H -1.54 -0.77 -2.11
C 0.40 0.19 -2.37
C 0.97 -1.01 -3.08
C 0.96 -1.34 -4.41
C 1.58 -2.53 -4.80
C 2.19 -3.35 -3.87
C 2.21 -3.01 -2.52
C 1.59 -1.83 -2.14
N 1.47 -1.28 -0.87
C 0.82 -0.09 -0.90
O 0.56 0.60 0.06
C 2.17 -1.75 0.31
H 2.05 -2.83 0.40
H 1.69 -1.26 1.16
C 3.66 -1.36 0.26
C 3.77 0.13 0.07
C 3.82 0.67 -1.21
C 3.81 2.04 -1.39
C 3.77 2.88 -0.29
C 3.73 2.35 0.98
C 3.73 0.98 1.16
H 3.69 0.57 2.16
H 3.70 3.00 1.84
H 3.75 3.95 -0.43
H 3.83 2.44 -2.39
H 3.84 0.02 -2.07
H 4.14 -1.88 -0.57
H 4.13 -1.67 1.19
H 2.69 -3.66 -1.80
H 2.67 -4.26 -4.19
H 1.59 -2.80 -5.85
H 0.50 -0.69 -5.14
O 0.94 1.37 -2.87
H 0.39 2.11 -2.54

***

# 8
101
Properties=species:S:1:pos:R:3 method="wB97M-V/def2-TZVPD" charge=+1 e_lumo_ev=-3.2955 gap_ev=7.4899 homo_energy_ev=-10.79 energy_ev=-175448.51911 de_lowest_ev=3.255
Ta -1.15 0.21 0.18
C -0.75 -2.10 6.65
C 0.05 -2.06 5.40
N 1.11 -2.74 5.15
N 1.47 -2.33 3.89
C 0.69 -1.40 3.36
S 1.02 -0.63 1.87
N -0.25 -1.22 4.33
N -1.31 -0.35 4.23
H -0.23 -2.73 7.37
H -1.75 -2.49 6.47
H -0.85 -1.09 7.07
H 2.27 -2.73 3.44
H -1.29 0.32 4.98
H -2.19 -0.85 4.21
O -1.31 -2.65 -3.18
As -2.04 -1.64 -1.97
O -3.33 -2.39 -1.31
O -0.83 -1.36 -0.71
C -2.54 -0.13 -3.10
C -3.75 -0.31 -3.74
C -4.24 0.69 -4.56
C -3.54 1.88 -4.74
C -2.32 2.07 -4.11
C -1.83 1.07 -3.30
S -0.23 1.21 -2.58
O 0.53 2.26 -3.17
O 0.33 -0.11 -2.66
O -0.55 1.58 -1.07
H -1.21 -3.55 -2.84
H -4.30 -1.23 -3.57
H -5.19 0.55 -5.08
H -3.94 2.65 -5.38
H -1.74 2.98 -4.25
N 6.31 3.42 -2.32
C 5.40 2.87 -1.89
C 4.25 2.18 -1.33
C 3.53 2.78 -0.30
C 2.46 2.07 0.23
N 2.07 0.88 -0.21
C 2.80 0.30 -1.17
C 3.89 0.92 -1.76
H 3.79 3.76 0.07
H 1.92 2.46 1.09
H 2.50 -0.70 -1.47
H 4.45 0.42 -2.54
C -3.19 1.01 -0.38
H -3.62 1.46 0.52
H -3.86 0.22 -0.71
H -3.14 1.77 -1.16
S -1.18 1.96 1.95
Sb -0.36 4.12 1.56
C 0.55 4.42 3.43
C 1.83 4.93 3.60
C 2.35 5.08 4.87
C 1.60 4.72 5.98
C 0.33 4.19 5.82
C -0.20 4.03 4.55
C 0.82 4.96 0.05
C 0.71 4.50 -1.26
C 1.51 5.07 -2.25
C 2.39 6.09 -1.92
C 2.46 6.58 -0.62
C 1.67 6.02 0.38
C -2.15 5.20 1.48
C -2.77 5.67 2.63
C -4.01 6.28 2.54
C -4.63 6.41 1.30
C -4.01 5.94 0.15
C -2.77 5.34 0.24
H 2.45 5.19 2.75
H 3.35 5.49 5.00
H 2.01 4.85 6.98
H -0.25 3.89 6.69
H -1.19 3.60 4.42
H 0.06 3.68 -1.52
H 1.45 4.68 -3.26
H 3.03 6.52 -2.69
H 3.12 7.40 -0.37
H 1.70 6.43 1.38
H -2.28 5.57 3.60
H -4.49 6.66 3.44
H -5.60 6.89 1.24
H -4.49 6.06 -0.81
H -2.28 4.97 -0.67
O -1.40 -2.75 1.77
C -2.36 -2.04 1.67
O -2.25 -0.68 1.48
C -3.74 -2.58 1.74
C -4.84 -1.74 1.64
C -6.12 -2.28 1.64
C -6.26 -3.65 1.76
C -5.18 -4.50 1.87
C -3.91 -3.95 1.86
N -7.63 -4.23 1.74
O -8.54 -3.50 1.41
O -7.75 -5.40 2.05
H -4.70 -0.68 1.55
H -7.00 -1.66 1.55
H -5.35 -5.56 1.97
H -3.03 -4.59 1.91